[1]
The following is a quantum chemistry calculation of a 6-piece molecular cluster, C25H34F5O19P overall, from the Open Molecules 2025 dataset.

The calculation puts the HOMO energy at -7.982 eV. For the molecular weight, the calculation gives 764.5 g/mol. The calculation puts the frontier orbital gap at 8.3 eV. As for the total energy: -88255.5689 eV. As for the spin multiplicity: 1. The SMILES is CCP(CC)[C@]1(CCCO)COC(=O)O1.O=C1OC[C@@H](F)O1.O=C1OC[C@@H](F)O1.O=C1OC[C@@H](F)O1.O=C1OC[C@@H](F)O1.O=C1OC[C@@H](F)O1.

```
84
Properties=species:S:1:pos:R:3:lowdin_charge:R:1
P -0.866 0.173 0.526 1.08
F -0.484 7.883 -1.337 0.08
F -2.709 -7.184 4.256 0.07
F 0.324 -5.383 -3.135 0.08
F -7.589 -3.489 -1.643 0.08
F 6.060 4.840 -4.667 0.08
O 4.095 5.196 -3.607 0.14
O 0.160 -0.989 -3.522 0.15
O 0.623 -6.404 4.657 0.07
O -0.827 -5.647 -1.205 0.13
O -1.338 -5.390 4.366 0.13
O -5.703 -4.023 -2.771 0.14
O 3.262 2.720 -0.122 -0.07
O 0.131 6.923 0.620 0.14
O -1.929 -3.718 -1.124 0.07
O 4.739 4.988 -1.486 0.08
O -3.796 -3.732 -3.946 0.17
O 0.013 4.773 0.057 0.04
O 2.543 5.138 -1.981 0.17
O 0.493 -4.159 4.821 0.18
O -0.088 0.962 -2.392 0.05
O -1.985 -5.097 0.649 0.16
O 0.352 5.334 2.210 0.17
O 0.676 -0.823 -1.331 0.01
O -4.613 -2.086 -2.657 0.08
C 3.682 5.107 -2.314 -0.53
C -0.354 -7.442 4.522 -0.05
C -5.828 -1.905 -1.925 -0.04
C 2.510 1.019 1.458 -0.16
C -0.298 5.517 -1.127 -0.05
C 5.488 5.447 -3.602 -0.31
C -4.626 -3.317 -3.207 -0.55
C 0.255 6.883 -0.794 -0.31
C -6.244 -3.335 -1.655 -0.31
C 0.182 5.644 1.079 -0.54
C -1.166 -3.695 -2.346 -0.04
C 0.144 -0.859 3.097 -0.14
C -0.873 -5.162 -2.543 -0.30
C 0.235 -0.350 -2.511 -0.58
C 2.091 0.013 0.373 -0.13
C -0.698 2.340 2.522 -0.13
C 5.916 4.835 -2.287 -0.04
C -0.745 -1.086 1.851 -0.38
C -1.502 -6.704 3.868 -0.31
C 2.457 2.477 1.035 -0.24
C -1.616 -4.840 -0.451 -0.56
C -1.368 1.784 1.249 -0.38
C -0.018 -5.210 4.639 -0.55
C 0.800 1.444 -1.379 -0.12
C 0.784 0.301 -0.363 -0.48
H -1.177 1.911 3.405 0.08
H -6.561 -1.399 -2.554 0.14
H -1.383 5.560 -1.248 0.15
H -5.649 -1.323 -1.026 0.14
H -1.268 2.515 0.442 0.05
H -1.745 -3.261 -3.151 0.12
H 5.657 6.523 -3.679 0.17
H -1.642 -5.708 -3.091 0.17
H -2.439 1.683 1.430 0.07
H 3.554 0.805 1.717 0.12
H -5.831 -3.763 -0.740 0.18
H -0.638 -7.813 5.508 0.14
H 6.759 5.340 -1.825 0.14
H 2.003 -0.983 0.810 0.12
H 0.363 2.115 2.581 0.03
H 1.298 7.026 -1.062 0.15
H 1.439 2.786 0.794 0.08
H -1.768 -1.301 2.160 0.07
H -0.255 -3.118 -2.198 0.12
H 0.039 -8.257 3.922 0.14
H 1.029 -1.498 3.098 0.07
H 0.153 5.059 -1.997 0.12
H 1.946 0.855 2.374 0.08
H -0.407 -1.991 1.337 0.07
H -0.409 -1.133 3.998 0.07
H 2.881 -0.063 -0.383 0.12
H 0.460 0.171 3.218 0.02
H 3.867 1.982 -0.240 0.08
H 0.511 2.424 -1.011 0.11
H -1.463 -6.673 2.777 0.16
H 2.818 3.109 1.851 0.13
H 1.799 1.514 -1.815 0.14
H -0.832 3.421 2.578 0.05
H 6.141 3.774 -2.403 0.15
```



[2]
The following is a quantum chemistry calculation of a 2-piece molecular cluster, C17H16F2NO4S overall, from the Open Molecules 2025 dataset.

The calculation puts the HOMO energy at -3.788 eV. For the molecular weight, the calculation gives 368.4 g/mol. The calculation puts the frontier orbital gap at 5.2 eV. As for the relative energy (zero: lowest compared OMol25 entry of this formula, charge and spin): 0.0 kJ/mol. As for the total energy: -43840.9748 eV. Its total charge is -1. As for the spin multiplicity: 1.

```
41
Properties=species:S:1:pos:R:3:nbo_charge:R:1
S -1.772 -4.254 5.851 0.43
F -4.122 -5.072 4.957 -0.34
F -3.053 -6.305 6.529 -0.35
O -0.804 2.170 -1.405 -0.72
O -0.246 -4.403 3.271 -0.55
O -3.745 -1.869 4.997 -0.53
O 3.104 -0.329 -2.145 -0.69
N -1.870 -3.206 4.479 -0.65
C -2.893 -5.577 5.345 0.40
C 3.122 3.725 -2.020 -0.62
C 1.209 0.934 -1.476 -0.60
C 0.333 2.021 -1.856 0.52
C 2.351 3.112 -3.198 -0.04
C -2.532 -1.734 2.847 -0.08
C -0.869 -2.240 1.149 -0.15
C -2.523 -0.480 0.837 -0.17
C -1.452 -2.462 2.372 -0.18
C -1.425 -1.214 0.373 -0.17
C 0.830 3.041 -2.945 -0.49
C 2.375 0.652 -2.286 0.52
C -3.116 -0.742 2.085 -0.19
C 2.732 1.645 -3.451 -0.49
C -1.050 -3.490 3.357 0.69
C -2.868 -2.208 4.227 0.68
C 2.687 4.000 -4.436 -0.60
H 0.452 4.052 -2.717 0.21
H 2.399 5.058 -4.279 0.20
H -3.979 -0.225 2.482 0.23
H 3.807 1.583 -3.673 0.21
H 4.204 3.726 -2.242 0.19
H -0.025 -2.859 0.881 0.24
H -2.916 0.319 0.216 0.24
H 2.150 1.341 -4.352 0.20
H 2.804 4.772 -1.866 0.19
H 0.395 2.687 -3.909 0.20
H 3.777 4.022 -4.635 0.20
H 2.931 3.140 -1.112 0.23
H -0.994 -1.000 -0.599 0.25
H 2.200 3.667 -5.369 0.20
H 0.852 0.171 -0.793 0.19
H -2.459 -6.171 4.507 0.17
```